Record 1
# C5H14N7O2SbSe4V

A molecular structure, C5H14N7O2SbSe4V at a distorted geometry (ωB97M-V with the def2-TZVPD basis set, the OMol25 dataset).

Calculated values
total charge	-1
multiplicity	3
gap between HOMO and LUMO (alpha / beta)	5.542 / 5.136	eV

Last column: Mulliken spin population.
Element x y z (Å)
H -1.0238 0.7972 -3.7149  0.002
C -1.9980 1.0108 -0.2296  -0.034
H -1.5336 2.8192 2.4355  -0.002
Se 2.9632 1.0583 4.5622  0.153
H -2.0747 -0.6398 -2.5053  0.007
N 1.0570 -1.1283 -2.0903  0.006
H -2.3381 -3.5306 0.8135  -0.001
Se 0.3396 -1.5060 5.2519  0.342
H -0.5658 -3.1854 0.1805  0.004
Se 0.8927 -0.0257 1.1994  -0.009
O -2.3699 1.2166 -1.4050  0.013
H 1.8818 -0.7159 -2.4968  0.005
N -2.0781 2.1683 0.6361  -0.005
N -1.7192 1.9431 1.9730  0.006
C -3.1503 -3.0160 0.3128  0.000
H -2.9732 2.6236 0.4950  0.001
H -4.7790 -2.3180 -1.4220  0.001
N -0.4341 -2.4460 -0.4862  -0.009
H -3.4816 -2.1940 0.9556  0.000
N -1.2618 -1.0994 -2.1234  0.006
H -3.7264 -1.9161 -2.7730  0.000
N -2.7598 -2.5348 -1.0057  0.000
O -1.9292 -0.1442 0.3510  0.038
V -0.2345 -0.4970 -0.5269  1.074
C -0.0515 -0.5702 -2.5112  -0.011
H 0.5535 0.4425 -4.1863  0.001
C -1.4649 -2.0495 -1.1622  -0.021
Sb 1.5467 -0.4671 3.4076  0.253
C -3.8387 -1.8398 -1.6884  0.001
H -2.3890 1.3898 2.4934  -0.002
H -3.9091 -0.7829 -1.4037  -0.001
H -3.9665 -3.7273 0.1868  0.000
Se 0.6040 1.3404 -0.5418  0.170
N -0.1055 0.4969 -3.4280  0.009


Record 2
# C5H14NO

2 unconnected molecules or ions with the total composition C5H14NO at a distorted geometry (ωB97M-V with the def2-TZVPD basis set, the OMol25 dataset).

Calculated values
total charge	-1
gap between HOMO and LUMO	7.070	eV

Last column: Löwdin charge in e.
Element x y z (Å)
H 0.7289 2.5119 -0.0689  0.075
H 1.7456 1.2614 -0.7818  0.082
H -0.1550 -2.6946 2.9029  0.078
H -0.8863 0.1342 2.0256  0.040
H -1.9429 -1.2288 1.8093  0.065
C 0.6715 1.5692 -0.6766  -0.523
H 0.9111 -1.2898 2.8269  0.088
C 0.0452 -1.7730 2.3519  -0.387
H -0.1734 1.0578 -4.0155  0.046
C 0.1093 1.9398 -2.0473  -0.297
H 0.2132 -1.1860 0.3849  0.023
C -1.1523 -0.8332 2.4498  -0.137
H 0.7423 2.7128 -2.5067  0.083
N 0.3015 -2.0523 0.9526  -0.043
H -1.5262 -0.7204 3.4700  0.051
H 0.9282 0.1405 -2.9567  0.061
H -0.8866 2.3572 -1.8742  0.090
O -0.0404 0.5962 -0.0444  -0.341
H -0.7897 0.0737 -2.6787  0.058
C 0.0159 0.7423 -2.9847  -0.148
H 1.2241 -2.4353 0.7879  0.039


Record 3
# C5H14NO

2 unconnected molecules or ions with the total composition C5H14NO (ωB97M-V with the def2-TZVPD basis set, the OMol25 dataset).

Calculated values
multiplicity	2
gap between HOMO and LUMO (alpha / beta)	9.914 / 7.168	eV

Last column: Mulliken spin population.
Element x y z (Å)
H -0.5291 -0.7912 2.2777  0.001
H -2.1834 -0.9505 2.8267  0.000
C 1.6695 0.7794 -0.9100  -0.012
H 1.2873 -1.8332 -3.1858  0.000
H -2.8780 -0.3703 0.6161  0.000
C 1.5574 0.1309 -2.2840  -0.002
H -2.4838 1.5776 2.0984  0.000
C -1.5408 -0.4043 2.1327  0.000
H -1.3351 -0.2050 0.1314  -0.001
C 1.4925 -1.3920 -2.2128  0.005
O 0.5771 0.5792 -0.1261  0.875
H 2.3827 0.4462 -2.9301  0.002
H 1.9218 1.8490 -0.9836  0.045
H 0.7011 -1.6817 -1.5214  0.000
H 2.5308 0.3328 -0.3823  0.087
H -0.7372 1.5832 2.0233  -0.001
N -1.9392 -0.7280 0.7601  0.001
H 2.4140 -1.7934 -1.7830  -0.001
H 0.6647 0.5171 -2.7881  0.000
H -1.5303 1.2540 3.5610  0.000
C -1.5899 1.0821 2.4891  0.001


Record 4
# C5H14NO

A gas-phase ion, C5H14NO (charge +1) (ωB97M-V with the def2-TZVPD basis set, the OMol25 dataset).

Calculated values
total charge	+1
gap between HOMO and LUMO	11.365	eV
SMILES	C[C@@H]([NH3+])CCCO

Last column: Löwdin charge in e.
Element x y z (Å)
C 0.0673 -0.8592 1.4159  -0.168
H 1.5700 -0.2846 -2.6225  0.102
H -1.0212 -0.8387 1.5443  0.115
H 0.4647 -1.6922 2.0028  0.128
H -1.8796 -0.5858 -1.2749  0.176
H -0.0054 0.1679 -3.2347  0.091
H 0.5627 0.8961 -0.7591  0.144
H 0.2414 -1.4435 -2.7446  0.096
C 0.1411 -0.0573 -1.0621  -0.350
O -0.1860 1.5046 1.3388  -0.084
H -1.6200 0.6220 -0.1017  0.143
H 1.6488 0.5765 1.5674  0.130
H -0.0832 -2.0875 -0.3346  0.131
C 0.4318 -1.1577 -0.0569  -0.150
H -0.3891 2.1439 2.0297  0.108
N -1.3486 0.2425 -1.0109  0.224
H 0.6470 0.5389 2.9939  0.128
C 0.6075 0.4668 1.9121  -0.234
C 0.5060 -0.4240 -2.4726  -0.033
H -1.5561 0.9604 -1.7038  0.170
H 1.5057 -1.3238 -0.0980  0.134


In the order shown, the computed ΔE to the lowest compared entry with this formula, charge and spin values come out to 10.2951, 0.1797, 0.7850, 0.4552 eV.
In the order shown, the computed total energy values come out to -313545.136, -8949.475, -8947.329, -8943.553 eV.